Here is 2 unconnected molecules or ions with the total composition C17H27O2 in a non-equilibrium geometry from the Open Molecules 2025 dataset. Energies are from ωB97M-V/def2-TZVPD.

The net charge is +1. For the frontier orbital gap, the calculation gives 6.00 eV. For the energy, the calculation gives -22154.4335 eV. The multiplicity is 1.

CARTESIAN COORDINATES (ANGSTROEM)
C: 4.99382 2.45937 -0.94993
C: 3.53961 2.17780 -1.32816
C: 3.19865 1.20762 -2.47409
C: 1.88742 1.45386 -3.09296
H: 0.36841 0.48065 1.43139
O: 1.27731 2.60480 -3.00081
C: -0.17606 2.27737 -2.94735
C: -0.24855 0.84329 -3.37635
O: 1.16372 0.43799 -3.49727
H: 4.97221 3.20389 -0.14812
H: 5.50689 1.59265 -0.53274
H: 5.59422 2.85886 -1.77108
H: 2.99839 1.79328 -0.44904
H: 3.08616 3.14920 -1.54097
H: 3.95335 1.20167 -3.25743
H: 3.09412 0.18570 -2.09161
H: -0.46369 2.39386 -1.89790
H: -0.72995 2.94782 -3.60794
H: -0.69313 0.20213 -2.61517
H: -0.68446 0.67048 -4.35730
C: 1.59592 -1.21091 1.83078
C: 0.31996 -0.37822 2.08710
C: -1.04706 -0.96133 1.79089
C: -2.14267 -0.47293 2.52316
C: -1.96319 0.56207 3.58906
C: -3.42025 -0.95475 2.29852
C: -3.67904 -1.85209 1.26728
C: -5.09402 -2.23939 1.00090
C: -2.60213 -2.37605 0.55549
C: -1.30749 -1.89315 0.76141
C: -0.28153 -2.37692 -0.22491
H: 2.38949 -0.91711 2.52333
H: 1.50639 -2.30004 1.95067
H: 1.98219 -1.02621 0.82414
H: 0.38293 0.11822 3.07605
H: -2.91187 0.73155 4.10621
H: -1.23857 0.21237 4.33136
H: -1.61554 1.52796 3.19718
H: -4.23754 -0.61960 2.93447
H: -5.18026 -2.97946 0.19995
H: -5.57727 -2.64646 1.89911
H: -5.69151 -1.36170 0.71697
H: -2.76867 -3.14269 -0.20616
H: -0.71983 -3.19506 -0.81423
H: 0.03999 -1.61264 -0.95468
H: 0.62309 -2.77777 0.24079

Atom charges from the natural (NBO) analysis, given in e for atoms 1 to 4: -0.6077 -0.3936 -0.5255 0.9059

Here is a molecular structure, C17H28AlBBe2Br2CsF8LiN2O9 in a non-equilibrium geometry from the Open Molecules 2025 dataset. Energies are from ωB97M-V/def2-TZVPD.

The net charge is +2. For the frontier orbital gap, the calculation gives 1.20 eV. For the energy, the calculation gives -210127.8884 eV. The multiplicity is 1.

CARTESIAN COORDINATES (ANGSTROEM)
C: 7.03884 3.80873 -2.87963
C: 6.03158 4.92656 -3.21039
O: 4.71732 4.43926 -3.47184
C: 3.88287 4.32383 -2.36781
N: 4.56701 4.24015 -1.08598
C: 2.89062 3.14283 -2.53373
C: 3.48142 1.93640 -3.28875
C: 3.86346 0.76201 -2.39283
O: 4.11986 -0.39557 -3.29550
C: 3.16551 -1.36299 -3.11668
O: 3.38774 -2.21230 -2.28717
O: 1.65736 3.54920 -3.10570
C: 0.55947 2.75389 -2.70369
C: -0.17258 3.41331 -1.53612
C: -0.52871 4.82735 -1.87266
O: -0.31592 5.75147 -1.11936
Br: -1.30900 5.14498 -3.59117
H: 6.47268 2.87220 -2.91907
H: 7.40567 3.87695 -1.85849
H: 7.83383 3.73907 -3.61227
H: 6.07162 5.74271 -2.49449
H: 6.36952 5.35500 -4.15282
H: 3.24408 5.22858 -2.31727
H: 4.85336 3.30109 -0.84612
H: 3.93762 4.60477 -0.38681
H: 2.67340 2.80586 -1.51195
H: 4.32521 2.17753 -3.93021
H: 2.69766 1.56445 -3.95248
H: 4.78101 0.99826 -1.85517
H: 3.05630 0.50486 -1.70989
H: 2.29252 -1.36505 -3.77594
H: -0.13492 2.59117 -3.52374
H: 0.84576 1.74835 -2.37799
H: 0.34958 3.31296 -0.58885
H: -1.10798 2.85564 -1.40916
C: -3.47931 -0.21577 1.37432
C: -2.91402 -0.33825 -0.01470
O: -2.23279 0.89504 -0.17515
C: -1.92790 1.36654 1.05122
O: -1.23622 2.30411 1.24583
O: -2.55251 0.63683 2.02743
H: -3.54845 -1.18022 1.88362
H: -4.46046 0.26071 1.37798
H: -2.19849 -1.16057 -0.10511
H: -3.68535 -0.45289 -0.77514
Cs: -5.40450 -1.83836 2.18378
Br: 0.96573 7.14881 0.45267
N: -4.14766 -7.47210 4.39455
C: -3.28444 -6.84769 5.23084
C: -1.97349 -6.96882 4.69481
C: -2.07843 -7.66777 3.52495
C: -3.46107 -7.97766 3.34501
H: -5.15068 -7.55109 4.53621
H: -3.64538 -6.37166 6.14236
H: -1.07543 -6.57948 5.14240
H: -1.27970 -7.94328 2.85629
H: -3.96908 -8.51277 2.55646
Li: 1.23633 6.86834 -2.05080
O: -2.35406 -11.38228 2.96849
H: -2.27777 -10.43872 3.17908
F: -6.57783 -8.03697 6.87859
Al: -5.31312 -8.20750 8.01864
F: -5.87123 -8.78412 9.49000
F: -4.56449 -6.66789 8.18081
F: -4.14107 -9.24826 7.33258
Be: 1.26310 9.24796 -0.13868
B: -5.44328 2.77949 -1.48201
F: -5.27596 1.68047 -0.58006
F: -6.15207 2.34186 -2.59478
F: -6.12077 3.80052 -0.82931
F: -4.14796 3.21690 -1.86657
Be: 5.47603 -1.66694 -2.37496

Atom charges from the Mulliken analysis, given in e for atoms 1 to 4: -0.8082 -0.3054 -0.3743 0.1988

Here is 9 unconnected molecules or ions with the total composition C17H28Cl12N2O9 in a non-equilibrium geometry from the Open Molecules 2025 dataset. Energies are from ωB97M-V/def2-TZVPD.

Its structure (SMILES) is COC(=O)OC.COC(=O)OC.COC(=O)OC.ClC(Cl)Cl.ClC(Cl)Cl.ClC(Cl)Cl.ClC(Cl)Cl.CC#N.CC#N. For the frontier orbital gap, the calculation gives 10.96 eV. For the energy, the calculation gives -189758.5624 eV. The multiplicity is 1.

CARTESIAN COORDINATES (ANGSTROEM)
C: -0.50046 2.17500 8.98912
C: -0.76873 0.99061 8.21870
N: -0.97479 0.05958 7.62420
H: -0.79895 3.08784 8.47974
H: 0.57461 2.24955 9.14177
H: -1.02747 2.10958 9.93267
C: -3.39791 5.79549 8.56942
C: -2.04839 5.65609 9.11418
N: -1.02447 5.55872 9.51633
H: -3.78283 6.78693 8.78034
H: -4.03032 5.04835 9.06044
H: -3.43220 5.59027 7.50857
C: -2.75804 7.28022 12.46971
O: -2.70044 8.26584 11.49482
C: -1.47484 8.68703 11.16821
O: -0.47136 8.38340 11.68844
O: -1.54545 9.48832 10.10012
C: -0.26206 9.99998 9.59935
H: -3.80455 7.04714 12.60876
H: -2.33692 7.62688 13.41415
H: -2.20426 6.39569 12.15323
H: -0.40775 10.26262 8.56050
H: 0.52055 9.23705 9.67787
H: 0.06819 10.86761 10.17633
C: -3.99377 8.86242 5.89209
O: -4.33008 8.58990 4.54382
C: -5.59637 8.61282 4.17459
O: -5.92174 8.34555 3.13225
O: -6.35819 9.09032 5.09203
C: -7.74206 9.14002 4.70396
H: -4.15184 9.92756 6.11731
H: -2.92898 8.72467 6.06656
H: -4.53773 8.27700 6.62971
H: -8.27955 9.68196 5.46333
H: -8.13142 8.13207 4.56078
H: -7.84692 9.65370 3.74265
C: -0.97525 4.41577 5.82809
O: -0.62665 5.46042 4.92097
C: -0.56940 6.60139 5.48106
O: -0.98428 6.83821 6.59161
O: -0.05865 7.45460 4.60470
C: 0.17461 8.76751 5.07167
H: -0.19797 4.31072 6.57925
H: -1.17453 3.53366 5.23969
H: -1.91119 4.69383 6.31642
H: 0.21579 8.78545 6.15731
H: -0.63640 9.39005 4.70935
H: 1.13664 9.05965 4.68191
C: -7.48962 4.87208 7.46365
Cl: -6.40011 6.24167 7.68484
Cl: -6.72303 3.36860 8.03315
Cl: -7.90099 4.66055 5.77632
H: -8.34895 5.03384 8.08952
C: -4.57050 3.96802 3.31614
Cl: -6.16459 4.23251 2.62357
Cl: -4.21839 2.28450 3.55145
Cl: -4.39101 4.88935 4.80402
H: -3.87209 4.39560 2.62123
C: 1.07916 5.10675 12.44028
Cl: 0.09841 3.66892 12.29059
Cl: 2.75099 4.66584 12.71962
Cl: 0.49854 6.12635 13.74513
H: 1.04901 5.70518 11.54493
C: 2.01186 6.46440 8.04606
Cl: 2.84989 6.97626 9.50669
Cl: 1.89306 4.72279 7.98386
Cl: 2.81247 7.02838 6.60399
H: 1.00110 6.83188 8.11053

Atom charges from the natural (NBO) analysis, given in e for atoms 1 to 4: -0.7246 0.2845 -0.3340 0.2554

Here is a molecular structure, C17H28IInN4OSi in a non-equilibrium geometry from the Open Molecules 2025 dataset. Energies are from ωB97M-V/def2-TZVPD.

The net charge is -2. For the frontier orbital gap (spin up / spin down), the calculation gives 1.81 / 1.81 eV. For the energy, the calculation gives -47233.4988 eV. The multiplicity is 1.

CARTESIAN COORDINATES (ANGSTROEM)
C: -1.67299 0.19838 -4.74579
I: -0.19866 0.91091 -6.03560
H: -2.35231 -0.13633 -5.58007
H: -1.16660 -0.58382 -4.07199
H: -2.04263 1.05771 -4.09017
C: 0.63004 3.95124 0.27921
C: -0.58166 4.20427 -0.24400
N: -1.02250 3.03119 -0.84714
C: -0.05082 2.07763 -0.78683
N: 0.93662 2.63380 -0.02739
H: 1.33651 4.57982 0.81445
H: -1.18139 5.10932 -0.26468
C: 2.21804 -3.31101 -2.59297
C: 0.60532 -1.88677 -1.93458
N: 1.94190 -2.04188 -2.12115
H: 0.81055 -4.98643 -2.95936
N: 0.07377 -3.12459 -2.15593
H: 3.21886 -3.59556 -2.87555
In: -0.09388 -0.04968 -1.12781
C: -3.54333 -0.94729 -0.25254
O: -3.74858 -0.84701 -1.42595
C: 1.05452 -3.98258 -2.63347
C: -1.31882 -3.51582 -1.98056
H: -1.36992 -4.61472 -1.98734
H: -1.94763 -3.13585 -2.80079
H: -1.73380 -3.14308 -1.03272
C: 2.93178 -1.02320 -1.83045
H: 3.90084 -1.34035 -2.22323
H: 3.02851 -0.84384 -0.75032
H: 2.64555 -0.07139 -2.29461
C: 2.10458 1.94439 0.47873
H: 2.88701 2.68444 0.69293
H: 2.48872 1.23584 -0.26749
H: 1.87989 1.37185 1.39404
C: -2.32671 2.88270 -1.46927
H: -2.23773 2.75314 -2.55733
H: -2.90845 3.79380 -1.27710
H: -2.87365 2.01841 -1.06584
C: 1.49563 -1.07801 4.77238
Si: -0.05981 -0.30974 3.93941
C: -1.53109 -1.03133 4.92733
C: 0.02156 1.55228 4.42007
C: -0.15861 -0.45976 2.14747
C: -0.12849 -0.43064 0.90583
H: 1.49099 -1.15592 5.87847
H: 2.40956 -0.52076 4.50434
H: 1.62627 -2.09995 4.38412
H: -1.45347 -1.02205 6.03235
H: -2.45778 -0.49466 4.66801
H: -1.67577 -2.07977 4.62475
H: 0.94587 2.00440 4.02428
H: -0.81790 2.06552 3.92529
H: -0.02790 1.80273 5.49654

Atom charges from the Mulliken analysis, given in e for atoms 1 to 4: 0.0139 1.0198 0.4680 -0.2218

Here is a molecular structure, C17H28MnN5O2S2 from the Open Molecules 2025 dataset. Energies are from ωB97M-V/def2-TZVPD.

The net charge is +3. As for the expectation value of S²: 4.123. For the frontier orbital gap (spin up / spin down), the calculation gives 7.55 / 5.58 eV. For the energy, the calculation gives -82591.1981 eV. The multiplicity is 4.

CARTESIAN COORDINATES (ANGSTROEM)
Mn: 0.04309 0.32549 0.98379
C: 2.66912 -0.90256 2.83329
C: 2.81135 -0.98927 1.32877
N: 1.51503 -1.04909 0.57109
C: 0.91216 -2.42415 0.53112
C: -0.32320 -2.50672 1.40455
N: -1.18253 -1.37681 0.98511
C: -2.52655 -1.24499 1.59895
C: -3.27950 -0.15471 0.84839
C: -2.95855 1.28332 1.25001
N: -1.51555 1.57927 1.60016
C: -1.36776 1.85211 3.06458
C: 0.09805 1.85221 3.39507
N: 0.63946 0.52568 2.98242
C: 2.09798 0.42418 3.28353
H: 2.08369 -1.73796 3.23055
H: 3.66390 -1.01136 3.26784
H: 3.35887 -0.12230 0.95311
H: 3.38293 -1.87568 1.05048
H: 1.77411 -0.82859 -0.39682
H: 0.63400 -2.62879 -0.50625
H: 1.65979 -3.16353 0.81536
H: -0.83215 -3.46335 1.27250
H: -0.08591 -2.40135 2.46448
H: -1.35743 -1.50493 -0.01444
H: -3.05113 -2.19921 1.52934
H: -2.41254 -1.01786 2.66122
H: -3.11027 -0.29261 -0.22432
H: -4.35117 -0.29057 0.99585
H: -3.25093 1.95925 0.44905
H: -3.54541 1.55763 2.12637
H: -1.28573 2.45299 1.12540
H: -1.84908 2.79523 3.32498
H: -1.88574 1.05788 3.60480
H: 0.62798 2.62007 2.82406
H: 0.28713 2.04334 4.45245
H: 0.16499 -0.18365 3.54354
H: 2.59215 1.25042 2.76731
H: 2.24134 0.57660 4.35466
O: 3.04563 -1.19985 -4.03671
S: 1.65783 -1.25970 -3.77906
O: 0.88460 -2.45143 -3.79961
N: 1.34037 -0.50838 -2.29802
C: 0.58574 0.52267 -2.39497
S: 0.03186 1.47520 -1.03849
C: 0.23307 0.92141 -3.79138
C: -0.48222 1.99958 -4.23999
C: -0.62796 2.12394 -5.62428
C: -0.05506 1.16394 -6.54321
C: 0.66959 0.07814 -6.08783
C: 0.80901 -0.01838 -4.72103
H: -0.90205 2.73204 -3.56451
H: -1.18144 2.95722 -6.04067
H: -0.20442 1.31845 -7.60531
H: 1.10948 -0.64050 -6.76728

Atom charges from the natural (NBO) analysis, given in e for atoms 1 to 4: 1.3100 -0.4451 -0.2237 -0.6787